DFT (ωB97M-V/def2-TZVPD) results for a molecular structure, C32H23NO7PReS.

Structure (XYZ):
```
66
Properties=species:S:1:pos:R:3
Re -0.127 0.157 -0.073
O 0.196 0.162 -3.952
C 0.781 0.380 -2.930
O 0.073 0.797 -1.845
C 2.254 0.310 -2.755
C 3.045 0.541 -3.880
C 4.421 0.522 -3.787
C 5.025 0.261 -2.559
C 4.256 0.018 -1.439
C 2.861 0.039 -1.523
S 2.029 -0.342 -0.019
H 2.551 0.729 -4.823
H 5.027 0.700 -4.663
H 6.102 0.241 -2.477
H 4.728 -0.195 -0.490
O -0.928 -1.408 -1.018
C -1.895 -2.185 -0.845
C -2.695 -2.209 0.313
C -3.796 -3.083 0.418
C -4.519 -3.061 1.578
C -4.202 -2.218 2.655
C -3.132 -1.365 2.584
C -2.358 -1.342 1.400
O -1.323 -0.561 1.302
N -5.673 -3.960 1.708
O -6.287 -3.918 2.747
O -5.917 -4.683 0.773
H -2.115 -2.866 -1.671
H -4.075 -3.753 -0.384
H -4.820 -2.264 3.541
H -2.873 -0.721 3.409
O 0.192 1.602 1.191
P 1.040 2.887 1.332
C 2.236 2.667 2.643
C 2.920 3.779 3.136
C 3.836 3.624 4.161
C 4.057 2.365 4.709
C 3.359 1.265 4.238
C 2.446 1.412 3.204
C -0.072 4.204 1.811
C -1.106 3.918 2.702
C -1.947 4.930 3.124
C -1.758 6.227 2.664
C -0.733 6.514 1.778
C 0.110 5.502 1.345
C 1.838 3.343 -0.188
C 1.050 3.441 -1.336
C 1.634 3.771 -2.544
C 2.999 4.019 -2.606
C 3.781 3.939 -1.463
C 3.205 3.595 -0.251
H 2.731 4.766 2.733
H 4.368 4.484 4.541
H 4.769 2.247 5.513
H 3.521 0.290 4.676
H 1.894 0.553 2.844
H -1.252 2.908 3.062
H -2.750 4.712 3.813
H -2.418 7.017 2.997
H -0.591 7.522 1.416
H 0.902 5.725 0.641
H -0.020 3.264 -1.292
H 1.028 3.835 -3.436
H 3.457 4.277 -3.551
H 4.841 4.132 -1.515
H 3.823 3.503 0.631
```

For the largest force on an atom, the calculation gives 1.128 eV/A. As for the spin multiplicity: 2. The LUMO energy (spin up / spin down) is -4.04 / -4.26 eV. For the HOMO-LUMO gap (spin up / spin down), the calculation gives 0.24412 / 0.23901 Eh. As for the charge: +1.

=====

DFT (ωB97M-V/def2-TZVPD) results for a molecular structure, C32H24CrN5.

Structure (XYZ):
```
62
Properties=species:S:1:pos:R:3
Cr -0.074 1.866 0.521
C -4.272 1.699 1.823
C -4.142 1.000 3.014
C -2.887 0.593 3.435
C -1.756 0.879 2.667
C -1.871 1.585 1.452
C -3.146 1.983 1.061
C -0.403 0.468 3.125
C -0.188 -0.315 4.291
C 1.077 -0.647 4.661
C 2.183 -0.202 3.898
C 3.525 -0.501 4.223
C 4.546 -0.038 3.441
C 4.266 0.749 2.305
C 2.974 1.049 1.969
C 1.904 0.573 2.758
N 0.624 0.880 2.396
H -5.249 2.026 1.491
H -5.013 0.776 3.615
H -2.811 0.058 4.372
H -3.279 2.540 0.138
H -1.027 -0.657 4.875
H 1.252 -1.252 5.543
H 3.729 -1.101 5.101
H 5.573 -0.265 3.692
H 5.083 1.122 1.701
H 2.762 1.676 1.108
N 0.610 -3.740 -4.008
C 0.131 -4.597 -4.977
C 0.707 -5.676 -5.644
C -0.088 -6.314 -6.572
C -1.407 -5.899 -6.831
C -1.969 -4.832 -6.167
C -1.181 -4.171 -5.222
N -1.485 -3.088 -4.420
C -0.405 -2.864 -3.723
C -0.302 -1.784 -2.742
C -1.411 -0.967 -2.524
C -1.324 0.054 -1.606
N -0.207 0.307 -0.905
C 0.854 -0.487 -1.103
C 0.852 -1.531 -2.004
H 1.526 -3.769 -3.598
H 1.720 -6.000 -5.450
H 0.311 -7.158 -7.118
H -1.987 -6.435 -7.570
H -2.983 -4.508 -6.360
H -2.324 -1.144 -3.073
H -2.169 0.697 -1.400
H 1.735 -0.282 -0.504
H 1.748 -2.127 -2.107
C 0.705 6.553 1.871
C 1.031 6.132 0.590
C 0.794 4.815 0.248
N 0.268 3.929 1.105
C -0.045 4.341 2.338
C 0.157 5.642 2.759
H 0.874 7.578 2.170
H 1.455 6.809 -0.137
H 1.024 4.453 -0.747
H -0.479 3.593 2.990
H -0.115 5.929 3.764
```

For the largest force on an atom, the calculation gives 0.367 eV/A. As for the spin multiplicity: 5. The LUMO energy (spin up / spin down) is -2.85 / -2.96 eV. For the HOMO-LUMO gap (spin up / spin down), the calculation gives 0.27265 / 0.28081 Eh. As for the charge: +1.

=====

DFT (ωB97M-V/def2-TZVPD) results for a molecular structure, C32H25ClINaO7Te.

Structure (XYZ):
```
68
Properties=species:S:1:pos:R:3
Na 0.942 1.386 2.369
O 2.657 -1.663 1.009
C 1.477 -2.151 0.409
C 0.309 -1.092 0.153
O -0.681 -1.590 -0.528
O 0.403 0.113 0.466
C 1.044 -3.506 1.002
C -0.196 -4.008 0.621
C -0.532 -5.281 0.949
C 0.235 -5.965 1.912
C 1.455 -5.411 2.376
C 1.812 -4.186 1.913
C 1.986 -2.321 -1.083
C 1.894 -3.427 -1.868
C 2.590 -3.524 -3.099
C 3.291 -2.436 -3.575
C 3.364 -1.253 -2.792
C 2.593 -1.149 -1.665
H 2.561 -1.313 1.936
H -0.908 -3.418 0.037
H -1.481 -5.676 0.637
H -0.147 -6.855 2.335
H 1.970 -6.026 3.081
H 2.793 -3.794 2.278
H 1.197 -4.218 -1.616
H 2.592 -4.470 -3.626
H 3.874 -2.395 -4.515
H 4.021 -0.463 -3.153
H 2.547 -0.197 -1.115
I -0.420 3.733 1.017
C 0.627 5.316 1.914
C 0.208 6.639 2.002
C 1.206 7.634 1.999
C 2.569 7.268 2.001
C 2.990 5.938 2.070
C 4.336 5.527 1.703
C 4.657 4.216 1.728
C 3.604 3.193 1.823
C 2.362 3.569 2.007
C 1.959 4.912 2.097
H -0.812 6.835 2.230
H 0.940 8.676 2.055
H 3.364 8.024 1.959
H 5.119 6.349 1.586
H 5.670 3.827 1.842
H 3.943 2.136 1.856
C -4.333 -1.497 -1.631
Te -2.532 -0.257 -1.905
C -3.785 0.789 -3.418
C -5.237 0.358 -3.122
C -6.333 1.020 -3.684
C -7.582 0.380 -3.728
C -7.763 -0.847 -3.085
C -6.736 -1.408 -2.319
C -5.463 -0.836 -2.381
H -4.466 -1.595 -0.566
H -3.955 -2.484 -2.020
H -3.426 0.487 -4.414
H -3.500 1.869 -3.236
H -6.167 2.026 -4.010
H -8.350 0.873 -4.357
H -8.715 -1.292 -3.117
H -6.892 -2.330 -1.754
O 0.622 0.364 4.360
Cl 1.843 -0.566 4.438
O 2.468 -0.562 5.782
O 1.509 -1.958 4.050
O 2.806 -0.038 3.378
```

For the largest force on an atom, the calculation gives 3.885 eV/A. As for the spin multiplicity: 1. The LUMO energy is 3.80 eV. For the HOMO-LUMO gap, the calculation gives 0.18824 Eh. As for the charge: -2.

=====

We obtain relative energy (zero: lowest compared OMol25 entry of this formula, charge and spin) values of 15.2, 0.0, 52.1 kcal/mol for the records listed above, in that order.